(1)
The following is a DFT calculation (wB97M-V/def2-TZVPD) of a cluster of 2 separate species, C2HClO3 in total.

The geometry in XYZ format:
```
7
Properties=species:S:1:pos:R:3:forces:R:3:lowdin_charge:R:1
O -2.54786 -0.40690 0.68558 -1.66 -1.10 0.59 0.260
C -1.60181 0.20007 0.51814 -0.15 0.02 -0.42 -0.423
O -0.65561 0.80096 0.27918 0.08 1.82 0.25 0.114
O 0.93897 -0.47952 -1.65040 0.46 1.81 1.96 0.013
C 1.15859 -0.01131 -0.56115 1.01 -1.09 -1.46 -0.710
Cl 1.28324 -1.08017 0.82928 0.33 -0.99 0.70 0.646
H 1.42447 0.97687 -0.10062 -0.06 -0.48 -1.62 0.099
```
Positions in Å, forces in eV/Å.

Results
total charge = 0
HOMO energy = -11.038 eV
LUMO energy = 0.4 eV
HOMO-LUMO gap = 11.5 eV

***

(2)
The following is a DFT calculation (wB97M-V/def2-TZVPD) of a structure of composition C30H47Cl2CrN4O8Si.

The geometry in XYZ format:
```
93
Properties=species:S:1:pos:R:3:forces:R:3:mulliken_spin:R:1
C 3.28968 -2.40458 -6.52078 0.01 -0.14 0.19 0.000
C 2.62980 -1.68056 -7.65638 -0.31 -0.03 -0.95 0.001
H 3.17700 -3.48867 -6.64439 0.01 0.18 0.15 0.000
H 2.84579 -2.09574 -5.56815 0.13 -0.13 -0.12 0.001
H 4.37399 -2.20590 -6.48065 -0.32 0.06 -0.03 0.000
C 2.64441 -2.16096 -8.91333 0.06 0.55 0.61 0.000
C 3.29436 -3.43374 -9.34044 0.13 -0.52 -0.29 0.000
H 2.20198 -1.59191 -9.72768 0.07 0.00 0.29 0.000
H 2.96202 -4.29624 -8.74634 0.13 0.17 -0.05 0.000
H 4.39311 -3.39328 -9.28631 -0.26 0.01 0.07 0.000
H 3.03178 -3.64207 -10.38492 0.12 -0.04 0.22 0.000
Cr 0.41678 0.15663 -1.16861 0.05 -0.09 1.34 3.047
Cl 1.94556 0.49339 -2.77938 0.22 0.13 -0.09 0.000
C -0.06760 2.79577 -2.09800 -0.62 -0.62 -0.15 0.012
O -0.66842 1.71080 -1.83589 0.61 1.28 -0.26 -0.025
N -0.71607 3.79990 -2.68294 0.10 -0.53 0.27 0.008
C -2.13214 3.62772 -2.96986 -0.17 -0.07 -0.16 0.001
C -0.04492 4.99730 -3.16750 0.22 -0.04 0.01 -0.002
H 0.99752 2.93995 -1.87200 -0.27 -0.07 -0.06 0.004
H -2.65995 3.31888 -2.06193 0.08 0.08 -0.18 0.000
H -2.29349 2.85468 -3.73466 0.05 0.25 0.17 0.000
H -2.50554 4.59293 -3.31914 -0.12 -0.26 0.03 0.000
H 0.83212 5.18514 -2.54080 -0.15 0.09 -0.16 0.000
H -0.75009 5.83545 -3.09908 0.37 -0.15 0.03 0.000
H 0.28545 4.87939 -4.21250 -0.20 0.04 0.31 0.000
H -2.83341 2.13778 2.49967 0.07 -0.17 -0.13 0.000
H -0.79632 1.46101 4.16392 -0.06 -0.28 -0.09 0.000
C -2.85544 1.06966 2.24627 -0.01 0.04 0.05 0.001
C -1.05036 0.44693 3.82234 0.13 0.12 -0.02 -0.001
N -1.53788 0.47752 2.44796 -0.09 -0.06 -0.24 0.004
H -3.17650 0.93722 1.21046 0.14 0.01 0.22 0.000
C -0.78822 0.04628 1.43760 -0.14 -0.06 -0.57 0.003
O -1.15796 0.03698 0.22981 0.38 -0.06 1.23 -0.022
H -0.15216 -0.17945 3.87133 -0.22 0.17 0.08 0.000
H 0.20664 -0.33494 1.71914 -0.38 0.05 -0.04 -0.004
H -3.56417 0.59007 2.93032 0.05 0.00 -0.20 0.000
H -1.83369 0.04891 4.48047 0.25 -0.04 -0.17 0.000
H 0.18651 -4.66154 -0.34445 -0.23 -0.04 -0.28 -0.001
H 0.60960 -3.86784 -3.39644 -0.31 0.13 0.10 0.000
C -0.77711 -4.70237 -0.87689 -0.19 0.04 0.43 0.001
C -0.47213 -3.99405 -3.23584 0.15 0.00 -0.04 0.002
N -0.87906 -3.64525 -1.87511 0.05 0.80 -0.09 0.004
H -1.58209 -4.56882 -0.14443 0.18 -0.22 -0.10 0.000
C -0.96762 -2.38638 -1.42110 0.83 0.54 -0.25 -0.006
O -0.67933 -1.34314 -2.06830 -0.51 -1.63 0.69 0.013
H -1.03089 -3.41031 -3.97267 0.20 -0.04 0.22 -0.001
H -1.28222 -2.31715 -0.36643 0.08 -0.02 -0.33 -0.002
H -0.88271 -5.66658 -1.38060 -0.06 0.17 0.24 0.000
H -0.71715 -5.05460 -3.36231 0.04 0.30 -0.15 0.000
O 0.94960 -0.54918 -6.33117 -0.67 0.12 -0.32 0.006
C 1.98353 -0.34052 -7.30479 0.08 -0.01 0.05 -0.002
C 0.45664 -0.01875 -9.30111 -0.09 0.53 -0.21 0.000
C 1.51278 0.45431 -8.51770 0.22 -0.06 0.20 0.000
H 0.04008 -1.00568 -9.09165 0.00 0.40 0.00 0.000
C -0.05637 0.77738 -10.33582 0.34 -0.21 0.33 0.000
H 2.77082 0.23392 -6.78905 -0.16 0.10 -0.16 -0.001
C 2.13374 1.66891 -8.83508 -0.38 -0.25 -0.13 0.000
H -0.93383 0.42936 -10.88307 0.30 0.15 0.00 0.000
C 0.55634 1.99653 -10.64254 -0.12 -0.04 0.08 0.000
C 1.66308 2.43189 -9.90769 0.07 -0.11 0.11 0.000
H 2.97755 1.99439 -8.22077 -0.27 0.03 -0.25 0.000
H 0.15841 2.61049 -11.45380 0.17 -0.17 0.25 0.000
H 2.15872 3.37292 -10.15691 -0.21 -0.27 0.05 0.000
Si -0.53974 0.22971 -6.08302 0.48 -0.55 -0.23 -0.002
Cl 1.63542 -1.62978 -0.30354 -0.15 0.11 0.41 -0.015
C -1.91114 -0.44677 -7.17428 -0.21 0.21 -0.39 0.000
C -0.32262 2.07385 -6.23256 -0.09 0.37 -0.25 0.001
C -1.00895 -0.19594 -4.35489 0.45 0.17 -0.33 0.023
H -1.92483 -0.04538 -8.19462 -0.02 -0.09 0.21 0.000
H -2.87012 -0.17585 -6.70436 0.21 -0.11 -0.07 0.000
H -1.87139 -1.54335 -7.24418 0.04 0.23 0.09 0.000
H -1.17491 -1.27519 -4.25100 0.09 0.45 -0.07 -0.003
H -1.84598 0.33999 -3.89107 0.09 -0.09 -0.32 0.001
H -0.09032 0.08596 -3.81700 -0.57 -0.39 -0.07 -0.023
H -0.18771 2.39572 -7.27294 -0.03 -0.01 0.18 0.000
H 0.55206 2.41058 -5.65775 -0.19 -0.12 -0.04 0.000
H -1.22224 2.57142 -5.83906 0.20 -0.03 -0.07 0.000
O 3.32066 1.36492 0.14434 -1.17 0.16 0.69 0.006
C 2.27195 1.44662 0.78137 1.63 -0.23 -0.44 -0.007
O 1.06259 1.44870 0.30799 0.15 -0.26 -0.41 -0.022
C 2.40023 1.54136 2.30785 -0.17 0.15 0.09 -0.003
C 1.72686 2.53934 3.02958 0.28 -0.13 0.08 0.002
C 1.82113 2.59336 4.41722 0.24 -0.48 0.13 -0.001
C 2.58627 1.62181 5.09351 -0.34 -0.08 -1.96 0.000
C 3.37751 0.70520 4.37347 -0.61 0.23 0.22 0.000
C 3.25575 0.65709 2.98743 0.19 0.29 -0.11 0.001
N 2.32250 1.40189 6.47899 -0.19 -0.12 2.98 0.000
O 1.45416 2.11963 7.02856 1.53 -1.29 -0.91 0.000
O 2.93435 0.49191 7.08004 -1.04 1.65 -1.20 0.000
H 1.12750 3.27982 2.49989 0.09 -0.24 0.10 0.000
H 1.28051 3.33628 4.99608 0.03 -0.21 -0.12 0.000
H 4.02083 0.01834 4.91545 -0.23 0.03 -0.12 0.000
H 3.84626 -0.06164 2.41383 -0.27 0.26 0.13 0.000
```
Positions in Å, forces in eV/Å.

Results
2S+1 = 4
total charge = 0
<S²> = 3.78
HOMO energy (spin up / spin down) = -8.623 / -8.677 eV
LUMO energy (spin up / spin down) = -0.7 / -0.7 eV
HOMO-LUMO gap (spin up / spin down) = 7.9 / 7.9 eV

***

(3)
The following is a DFT calculation (wB97M-V/def2-TZVPD) of a cluster of 2 separate species, BH4NO in total.

The geometry in XYZ format:
```
7
Properties=species:S:1:pos:R:3:forces:R:3:lowdin_charge:R:1
B 0.32578 -0.67342 0.08739 -3.92 2.27 -0.73 -0.127
N -1.39056 0.61488 -0.16516 4.14 -3.69 -3.43 -0.044
O 1.14282 -0.58399 1.08665 1.80 -0.22 1.55 0.135
H 0.15884 -1.39810 -0.79654 0.47 -0.63 -0.58 0.031
H -1.78496 0.58214 0.69877 -1.45 0.07 3.49 -0.123
H -1.87259 -0.18997 -0.67104 0.56 1.40 0.61 -0.026
H 1.93606 -1.14589 1.32399 -1.59 0.81 -0.92 0.154
```
Positions in Å, forces in eV/Å.

Results
total charge = 0
HOMO energy = -8.839 eV
LUMO energy = 0.2 eV
HOMO-LUMO gap = 9.0 eV

***

(4)
The following is a DFT calculation (wB97M-V/def2-TZVPD) of a structure of composition C23H20IrN6O3S.

The geometry in XYZ format:
```
54
Properties=species:S:1:pos:R:3:forces:R:3:lowdin_charge:R:1
Ir -0.27169 -0.13427 -0.78683 0.76 1.47 3.48 1.255
C -0.92679 -3.49437 -1.26773 -0.17 -0.41 -0.48 -0.042
O -0.38999 -2.49557 -0.41623 0.10 0.39 -0.45 -0.209
C -0.01899 -2.85737 0.85157 0.29 0.65 1.14 -0.214
C 0.26051 -4.15247 1.25917 0.02 0.12 -0.16 -0.003
C 0.61341 -4.39627 2.57937 -0.08 0.11 0.01 -0.055
C 0.67041 -3.35987 3.50267 0.09 -0.24 -0.14 -0.063
C 0.40171 -2.06827 3.11027 -0.12 0.15 -0.43 0.007
C 0.07181 -1.79317 1.77717 0.07 -1.85 0.26 -0.178
N -0.24359 -0.51987 1.35217 0.52 3.47 -2.37 -0.043
N -0.07279 0.43373 2.18617 -0.78 -1.82 0.25 0.103
C -0.34189 1.71223 2.05687 -0.21 0.84 -1.83 -0.173
C -0.89179 2.31053 0.84237 1.26 -0.13 2.08 -0.355
O -1.28169 1.60303 -0.12983 0.34 -1.39 -2.43 -0.148
C -0.97189 3.73413 0.78787 -0.56 -0.16 -0.33 0.012
C -0.61949 4.52093 1.83527 -0.06 -0.39 0.02 0.024
C -0.13899 3.96413 3.05517 0.01 -0.46 0.16 -0.164
C 0.17781 4.76853 4.15757 0.12 -0.10 0.29 -0.019
C 0.59511 4.20233 5.34237 0.03 0.33 -0.18 -0.064
C 0.74011 2.81883 5.44907 -0.10 -0.10 -0.22 -0.053
C 0.43771 2.01073 4.37777 0.06 0.11 0.04 -0.012
C -0.00829 2.55983 3.16747 0.15 0.37 0.59 -0.094
H -1.67349 -4.09637 -0.74253 0.14 0.10 0.05 0.115
H -0.13489 -4.13387 -1.66353 -0.04 0.02 0.05 0.107
H -1.41529 -2.96837 -2.08533 0.05 -0.01 0.02 0.082
H 0.22541 -4.97177 0.55847 -0.04 -0.04 -0.08 0.116
H 0.83701 -5.40647 2.88607 0.01 -0.07 0.01 0.113
H 0.93611 -3.56317 4.52817 0.01 -0.02 0.08 0.113
H 0.43151 -1.25047 3.81267 0.02 -0.03 0.01 0.099
H -1.36899 4.14693 -0.12633 -0.01 0.12 -0.09 0.123
H -0.73159 5.59393 1.76387 0.08 0.08 -0.06 0.128
H 0.09651 5.84053 4.05617 -0.06 0.12 0.06 0.117
H 0.82191 4.82813 6.19007 0.05 0.11 0.08 0.108
H 1.09391 2.38193 6.37157 -0.04 -0.02 0.06 0.111
H 0.52761 0.93943 4.45197 0.07 -0.04 0.07 0.094
C -2.73719 0.21623 -4.96763 -0.69 0.16 0.06 0.010
N -1.35899 -0.15157 -4.73713 0.11 -0.10 0.57 -0.039
C -0.43559 -0.25487 -5.71593 0.77 -0.15 -0.02 -0.010
C 0.84701 -0.58787 -5.43463 -0.28 0.07 -0.09 0.024
C 1.21291 -0.79917 -4.06843 0.23 -0.02 -0.19 -0.339
N 0.29091 -0.64257 -3.11343 -0.32 0.31 0.70 0.112
C -0.98649 -0.35367 -3.42833 0.32 -0.21 -0.81 -0.536
O -1.83089 -0.27117 -2.52723 -0.52 0.02 0.71 -0.039
N 2.44401 -1.15807 -3.74203 -0.14 0.08 -0.04 0.212
H -2.92299 0.30363 -6.03293 0.05 -0.01 -0.05 0.101
H -2.95209 1.16263 -4.46923 -0.01 -0.04 -0.11 0.111
H -3.39179 -0.53997 -4.53413 0.01 0.05 -0.12 0.107
H -0.77379 -0.05707 -6.72063 -0.06 -0.01 -0.08 0.143
H 1.58531 -0.68067 -6.21063 0.03 0.00 -0.15 0.118
H 3.15411 -1.24257 -4.44923 -0.07 0.00 -0.04 0.130
H 2.71691 -1.29087 -2.76563 0.00 -0.03 -0.10 0.036
S 1.90271 1.17733 -0.47003 -2.38 -0.60 0.07 0.719
C 2.63221 -0.27167 -0.71993 1.04 -0.72 -0.16 -0.872
N 3.16711 -1.26587 -0.98393 -0.09 -0.12 0.26 0.074
```
Positions in Å, forces in eV/Å.

Results
total charge = +1
HOMO energy (spin up / spin down) = -10.179 / -10.179 eV
LUMO energy (spin up / spin down) = -4.3 / -4.3 eV
HOMO-LUMO gap (spin up / spin down) = 5.8 / 5.8 eV

***

(5)
The following is a DFT calculation (wB97M-V/def2-TZVPD) of the ion C3H8NO2P2 with charge +1.

The geometry in XYZ format:
```
16
Properties=species:S:1:pos:R:3:forces:R:3:lowdin_charge:R:1
C 0.00516 1.48851 2.72461 -4.06 -2.48 -5.96 0.106
C -0.90308 1.08449 1.84602 4.72 1.69 3.58 -0.166
C -1.91311 0.61269 0.68701 -0.71 1.73 2.29 -0.380
P -1.08279 0.18309 -0.95967 -1.18 0.35 1.28 0.967
P 0.95537 -0.57262 -0.83661 6.98 -1.07 -2.22 0.479
N 1.81231 0.08693 -2.04374 -2.45 -1.88 1.56 -0.203
O 1.77333 -0.20143 0.62199 -2.16 -1.33 -1.77 -0.227
O 0.91490 -2.26837 -1.10593 -1.00 2.64 3.09 -0.225
H 1.03339 1.76246 3.19269 -2.68 -0.55 -0.74 0.091
H -2.59640 1.53988 0.47465 1.21 -1.64 0.20 0.113
H -2.65565 -0.20818 1.06522 1.69 1.22 -0.84 0.119
H -1.04363 1.33363 -1.84562 0.05 -0.96 0.69 0.052
H -1.87200 -0.89533 -1.54037 0.81 0.92 0.20 0.050
H 2.14092 -0.69213 -2.66728 -0.36 1.00 0.52 0.019
H 2.69051 -0.59270 0.62961 -1.07 0.44 -0.48 0.111
H 0.78914 -2.65979 -0.19067 0.21 -0.09 -1.39 0.094
```
Positions in Å, forces in eV/Å.

Results
total charge = +1
HOMO energy = -13.365 eV
LUMO energy = -4.9 eV
HOMO-LUMO gap = 8.5 eV

***

Going through the records in order, we get E values of -762.7291, -4246.7572, -157.1945, -1944.9635, -1006.6301 a.u..
Going through the records in order, we get relative energy (zero: lowest compared OMol25 entry of this formula, charge and spin) values of 64.33, 57.23, 328.71, 273.59, 333.80 kJ/mol.